No. 1
15
Properties=species:S:1:pos:R:3:nbo_charge:R:1 method="wB97M-V/def2-TZVPD" e_above_lowest_kj_mol=198.6 gap_ha="0.1010 / 0.1004" spin_multiplicity=6 charge=-1 s2=8.76
O 3.68 -0.44 -1.52 -0.89
C 2.75 0.24 -1.01 0.95
O 2.59 1.46 -1.25 -0.87
O 1.92 -0.42 -0.18 -0.51
C 0.90 0.26 0.51 -0.26
O -1.36 0.22 1.12 -0.52
C -2.48 -0.52 1.33 0.96
C -0.39 -0.20 0.21 0.06
O -2.75 -1.47 0.57 -0.75
O -3.37 0.08 1.99 -0.84
Li 4.12 1.21 -2.46 0.93
Cr -5.13 -0.62 1.64 0.77
H 1.06 1.34 0.54 0.16
H -0.48 -1.25 -0.08 0.20
H -1.03 0.11 -1.40 -0.39



No. 2
43
Properties=species:S:1:pos:R:3:nbo_charge:R:1 method="wB97M-V/def2-TZVPD" e_above_lowest_kj_mol=431.8 gap_ha=0.2966 charge=0 smiles="CC#Cc1ccc(C(=O)[C@H](CCC)N2CCCC2)cc1"
C 0.13 7.11 1.16 -0.68
C 0.25 5.67 0.77 0.05
C -0.03 4.50 0.47 -0.05
C -0.47 3.17 0.40 -0.11
C 0.22 2.22 -0.35 -0.18
C -0.19 0.90 -0.49 -0.20
C -1.40 0.56 0.18 -0.11
C -1.88 -0.79 0.28 0.54
O -2.99 -0.95 0.75 -0.55
C -1.03 -2.09 0.07 -0.11
C -0.12 -2.45 1.34 -0.38
C 0.82 -1.37 1.90 -0.43
C 1.83 -2.11 2.71 -0.61
N -0.21 -2.12 -1.14 -0.48
C 1.09 -2.83 -1.26 -0.22
C 1.48 -2.80 -2.73 -0.41
C 0.39 -1.85 -3.32 -0.39
C -0.87 -2.18 -2.46 -0.22
C -2.16 1.51 0.86 -0.15
C -1.69 2.82 0.91 -0.18
H 0.29 7.56 0.17 0.25
H -0.83 7.36 1.60 0.24
H 0.88 7.33 1.97 0.24
H 1.12 2.44 -0.98 0.22
H 0.45 0.18 -1.06 0.25
H -1.76 -2.89 -0.08 0.20
H -0.90 -2.62 2.20 0.22
H 0.32 -3.39 1.12 0.21
H 0.13 -0.87 2.63 0.21
H 1.27 -0.70 1.07 0.21
H 2.31 -2.84 2.05 0.20
H 1.46 -2.50 3.65 0.21
H 2.57 -1.37 3.08 0.21
H 1.01 -3.83 -0.95 0.17
H 1.90 -2.43 -0.62 0.19
H 1.46 -3.80 -3.18 0.21
H 2.45 -2.30 -2.97 0.22
H 0.24 -1.77 -4.35 0.21
H 0.68 -0.81 -3.10 0.19
H -1.24 -3.12 -2.81 0.17
H -1.64 -1.35 -2.43 0.20
H -3.07 1.30 1.34 0.24
H -2.25 3.53 1.57 0.22



No. 3
105
Properties=species:S:1:pos:R:3:lowdin_charge:R:1 method="wB97M-V/def2-TZVPD" gap_ha=0.1111 charge=-1
C -0.70 1.99 1.22 -0.27
C -1.65 3.20 1.17 -0.40
C -2.54 3.20 -0.09 -0.25
C -3.66 2.15 -0.05 -0.23
C -3.26 0.86 -0.78 -0.20
C -4.23 -0.35 -0.71 -0.20
C -5.58 -0.18 0.01 -0.21
C -5.47 -0.29 1.54 -0.20
C -6.81 -0.42 2.29 -0.18
C -7.69 0.82 2.44 -0.24
O -8.00 1.47 1.22 -0.20
C -7.26 2.66 1.01 -0.12
H 0.20 2.21 1.82 -0.06
H -0.35 1.75 0.19 -0.06
H -1.14 4.19 1.22 0.07
H -2.34 3.20 2.04 0.07
H -1.89 3.00 -0.96 0.09
H -2.98 4.20 -0.23 0.08
H -3.86 1.93 1.01 0.08
H -4.59 2.55 -0.49 0.09
H -2.28 0.57 -0.36 0.07
H -3.09 1.12 -1.84 0.10
H -4.44 -0.68 -1.74 0.09
H -3.71 -1.20 -0.23 0.10
H -6.07 0.75 -0.30 0.09
H -6.24 -1.00 -0.32 0.11
H -4.90 -1.20 1.76 0.11
H -4.88 0.53 1.96 0.10
H -7.40 -1.23 1.83 0.11
H -6.59 -0.75 3.32 0.11
H -8.65 0.52 2.89 0.11
H -7.22 1.54 3.13 0.11
H -6.21 2.54 1.30 0.08
H -7.28 2.87 -0.07 0.09
H -7.69 3.51 1.55 0.09
C -2.52 6.93 -1.40 -0.02
C -2.07 6.36 -2.73 -0.50
O -1.49 5.31 -2.75 0.07
C -2.41 7.14 -3.98 -0.03
H -2.12 6.29 -0.62 0.07
H -2.16 7.95 -1.26 0.08
H -3.61 6.96 -1.35 0.09
H -1.96 8.13 -3.93 0.08
H -3.49 7.27 -4.06 0.08
H -2.03 6.61 -4.85 0.08
C 2.92 2.52 -0.70 -0.03
C 2.44 3.91 -1.00 -0.50
O 3.16 4.88 -0.85 0.04
C 1.02 4.01 -1.46 -0.03
H 3.95 2.53 -0.35 0.07
H 2.26 2.08 0.07 0.08
H 2.84 1.88 -1.58 0.07
H 0.36 3.55 -0.72 0.05
H 0.88 3.46 -2.39 0.09
H 0.72 5.05 -1.61 0.06
C 5.96 -0.64 0.31 -0.02
C 5.53 -0.44 -1.12 -0.50
O 4.37 -0.21 -1.40 0.05
C 6.60 -0.58 -2.17 -0.02
H 5.10 -0.53 0.97 0.08
H 6.39 -1.64 0.43 0.08
H 6.73 0.08 0.58 0.08
H 7.03 -1.59 -2.11 0.06
H 7.41 0.13 -2.00 0.09
H 6.19 -0.44 -3.16 0.09
C 5.81 -4.40 -2.88 -0.02
C 7.18 -4.39 -3.50 -0.50
O 7.87 -3.40 -3.45 0.06
C 7.64 -5.67 -4.16 -0.02
H 5.57 -3.42 -2.45 0.06
H 5.06 -4.66 -3.62 0.09
H 5.76 -5.15 -2.09 0.09
H 6.94 -5.95 -4.96 0.09
H 7.61 -6.47 -3.42 0.05
H 8.64 -5.54 -4.56 0.08
C -6.63 2.86 5.99 -0.04
C -5.14 2.92 5.76 -0.51
O -4.67 3.60 4.88 0.08
C -4.27 2.12 6.70 -0.03
H -7.12 3.46 5.23 0.08
H -6.99 1.83 5.92 0.08
H -6.89 3.25 6.98 0.08
H -4.53 1.06 6.64 0.08
H -4.43 2.44 7.73 0.08
H -3.22 2.25 6.43 0.09
C 1.89 -1.86 -1.00 -0.02
C 2.80 -2.77 -0.23 -0.49
O 3.90 -3.09 -0.63 0.04
C 2.27 -3.30 1.08 -0.02
H 2.37 -1.54 -1.93 0.07
H 0.95 -2.36 -1.21 0.09
H 1.66 -0.97 -0.40 0.09
H 1.34 -3.85 0.92 0.08
H 2.04 -2.47 1.75 0.09
H 3.00 -3.95 1.55 0.07
C 7.53 -8.85 0.09 -0.02
C 6.71 -9.00 -1.17 -0.50
O 6.91 -8.31 -2.14 0.06
C 5.63 -10.05 -1.16 -0.02
H 8.27 -8.06 -0.04 0.08
H 6.87 -8.60 0.93 0.09
H 8.03 -9.79 0.33 0.08
H 4.92 -9.85 -0.35 0.09
H 6.07 -11.03 -0.96 0.08
H 5.11 -10.07 -2.11 0.08



No. 4
306
Properties=species:S:1:pos:R:3:lowdin_charge:R:1 method="wB97M-V/def2-TZVPD" e_above_lowest_kj_mol=154.8 gap_ha=0.3137 charge=0 smiles=CC1(C)CCCC(C)(C)N1O.CC1(C)CCCC(C)(C)N1O.CC1(C)CCCC(C)(C)N1O.CC1(C)CCCC(C)(C)N1O.CC1(C)CCCC(C)(C)N1O.CC1(C)CCCC(C)(C)N1O.CC1(C)CCCC(C)(C)N1O.COCCNCCOC.COCCNCCOC.COCCNCCOC.COCCNCCOC
C 22.66 -6.58 27.31 -0.03
C 21.93 -7.86 26.84 -0.49
C 22.49 -8.26 25.50 -0.03
C 22.05 -9.00 27.84 -0.12
C 21.03 -10.13 27.67 -0.17
C 19.65 -9.62 27.63 -0.15
C 19.47 -8.50 26.62 -0.51
C 19.31 -9.14 25.16 0.00
C 18.17 -7.76 26.89 -0.04
N 20.45 -7.46 26.81 -0.08
O 20.32 -6.46 25.80 -0.03
H 22.72 -5.74 26.59 0.09
H 22.21 -6.19 28.22 0.07
H 23.68 -6.82 27.63 0.08
H 23.55 -8.35 25.56 0.08
H 22.08 -9.19 25.17 0.06
H 22.30 -7.55 24.69 0.09
H 23.10 -9.29 27.97 0.13
H 21.69 -8.57 28.77 0.09
H 21.25 -10.65 26.75 0.10
H 21.17 -10.79 28.50 0.10
H 19.42 -9.12 28.61 0.13
H 18.93 -10.37 27.37 0.10
H 20.06 -9.89 24.85 0.07
H 19.16 -8.35 24.43 0.07
H 18.39 -9.73 25.21 0.05
H 18.30 -7.25 27.84 0.09
H 17.32 -8.47 26.94 0.07
H 17.93 -7.05 26.11 0.07
H 20.16 -5.62 26.25 0.11
C 12.05 -9.81 22.79 -0.03
C 12.41 -8.35 23.02 -0.50
C 11.40 -7.51 22.25 -0.03
C 12.27 -8.02 24.53 -0.15
C 13.37 -8.58 25.37 -0.16
C 14.72 -8.04 24.81 -0.16
C 15.00 -8.36 23.43 -0.57
C 16.20 -7.55 22.97 -0.01
C 15.32 -9.86 23.33 0.00
N 13.81 -7.94 22.68 -0.09
O 13.99 -8.14 21.32 -0.05
H 11.01 -9.97 23.01 0.08
H 12.27 -9.97 21.74 0.09
H 12.61 -10.50 23.41 0.07
H 11.63 -7.70 21.19 0.09
H 10.42 -7.87 22.52 0.08
H 11.38 -6.48 22.50 0.07
H 12.28 -6.91 24.65 0.13
H 11.28 -8.34 24.88 0.12
H 13.29 -8.17 26.40 0.09
H 13.40 -9.69 25.38 0.10
H 15.63 -8.22 25.44 0.11
H 14.57 -6.96 24.75 0.13
H 16.80 -7.47 23.87 0.07
H 15.97 -6.55 22.63 0.09
H 16.72 -8.06 22.16 0.09
H 16.20 -10.06 23.95 0.08
H 15.44 -10.08 22.29 0.08
H 14.54 -10.40 23.84 0.05
H 13.89 -7.23 20.91 0.14
C 14.39 -2.45 29.97 -0.03
C 15.12 -3.67 29.47 -0.51
C 16.08 -3.31 28.36 -0.06
C 16.06 -4.26 30.56 -0.10
C 15.30 -5.24 31.54 -0.17
C 14.62 -6.31 30.73 -0.16
C 13.68 -5.82 29.65 -0.55
C 13.35 -7.00 28.73 -0.02
C 12.43 -5.29 30.28 -0.01
N 14.39 -4.83 28.85 -0.10
O 13.59 -4.43 27.79 -0.03
H 13.72 -2.71 30.78 0.07
H 15.12 -1.74 30.39 0.09
H 13.97 -1.79 29.23 0.08
H 16.94 -2.68 28.76 0.11
H 16.55 -4.26 28.01 0.10
H 15.65 -2.69 27.60 0.07
H 16.84 -4.89 30.15 0.11
H 16.47 -3.48 31.17 0.11
H 15.98 -5.72 32.26 0.11
H 14.67 -4.67 32.26 0.11
H 14.07 -6.99 31.39 0.11
H 15.42 -6.91 30.38 0.10
H 14.24 -7.36 28.21 0.08
H 12.59 -6.64 28.06 0.07
H 12.93 -7.79 29.38 0.09
H 12.76 -4.50 30.96 0.07
H 12.09 -6.12 30.89 0.10
H 11.75 -4.89 29.55 0.08
H 12.68 -4.20 28.08 0.09
C 17.96 -12.93 32.44 -0.01
C 18.23 -13.99 33.52 -0.50
C 17.96 -13.41 34.88 -0.03
C 17.40 -15.29 33.32 -0.14
C 17.63 -16.06 32.05 -0.17
C 19.09 -16.49 32.00 -0.12
C 20.03 -15.32 32.25 -0.47
C 21.40 -15.95 32.57 -0.06
C 20.34 -14.37 31.08 -0.02
N 19.59 -14.57 33.54 -0.07
O 20.55 -13.53 33.81 -0.05
H 18.76 -12.17 32.66 0.10
H 17.90 -13.26 31.41 0.05
H 17.02 -12.50 32.59 0.04
H 18.62 -12.59 35.02 0.06
H 16.91 -13.20 34.99 0.08
H 18.28 -14.16 35.60 0.09
H 17.54 -16.00 34.17 0.14
H 16.36 -15.00 33.31 0.08
H 16.91 -16.87 32.02 0.11
H 17.36 -15.55 31.12 0.10
H 19.34 -17.02 31.09 0.12
H 19.35 -17.15 32.84 0.12
H 21.32 -16.59 33.46 0.09
H 22.21 -15.21 32.68 0.08
H 21.73 -16.60 31.73 0.09
H 19.39 -14.09 30.65 0.06
H 20.93 -14.89 30.31 0.08
H 20.83 -13.47 31.46 0.08
H 20.63 -13.78 34.74 0.11
C 18.76 -13.02 26.00 -0.02
C 17.98 -14.23 25.44 -0.54
C 16.52 -13.87 25.40 -0.03
C 18.44 -14.52 24.03 -0.17
C 19.73 -15.28 23.93 -0.18
C 19.74 -16.53 24.81 -0.16
C 19.39 -16.27 26.26 -0.49
C 19.05 -17.64 26.89 -0.02
C 20.66 -15.63 26.97 0.00
N 18.12 -15.49 26.24 -0.08
O 17.74 -15.22 27.56 -0.04
H 19.86 -13.11 25.78 0.08
H 18.36 -12.10 25.60 0.06
H 18.55 -12.96 27.10 0.08
H 15.86 -14.74 25.25 0.10
H 16.29 -13.29 26.34 0.08
H 16.42 -13.17 24.56 0.08
H 17.59 -15.00 23.52 0.13
H 18.47 -13.50 23.56 0.14
H 19.95 -15.53 22.89 0.11
H 20.58 -14.59 24.21 0.12
H 20.70 -17.00 24.77 0.11
H 18.91 -17.18 24.43 0.13
H 18.19 -18.13 26.39 0.10
H 18.69 -17.47 27.88 0.05
H 19.98 -18.18 26.87 0.08
H 20.55 -15.62 28.06 0.07
H 20.91 -14.66 26.67 0.04
H 21.53 -16.24 26.72 0.09
H 16.80 -15.31 27.58 0.07
C 14.67 -19.28 34.79 -0.03
C 13.43 -18.44 35.09 -0.55
C 12.27 -19.00 34.28 -0.02
C 13.14 -18.42 36.58 -0.12
C 12.20 -17.32 37.08 -0.15
C 12.74 -15.97 36.60 -0.15
C 13.02 -15.94 35.13 -0.51
C 11.69 -15.65 34.38 0.00
C 13.98 -14.76 34.96 -0.02
N 13.82 -17.09 34.79 -0.13
O 14.17 -17.03 33.46 -0.02
H 15.57 -18.73 35.15 0.10
H 14.62 -20.16 35.38 0.07
H 14.76 -19.50 33.73 0.09
H 12.40 -20.09 34.32 0.09
H 11.28 -18.77 34.65 0.07
H 12.40 -18.69 33.23 0.09
H 12.80 -19.39 36.91 0.12
H 14.11 -18.22 37.00 0.12
H 11.15 -17.44 36.80 0.11
H 12.12 -17.39 38.15 0.10
H 13.68 -15.73 37.12 0.13
H 12.01 -15.18 36.82 0.09
H 12.01 -15.51 33.33 0.09
H 11.24 -14.76 34.75 0.06
H 10.99 -16.51 34.46 0.08
H 14.09 -14.38 33.94 0.07
H 14.92 -15.11 35.31 0.07
H 13.51 -13.97 35.53 0.07
H 15.07 -16.68 33.48 0.08
C 16.23 -9.59 29.59 -0.02
C 15.44 -10.89 29.33 -0.49
C 14.71 -10.82 28.00 -0.03
C 16.48 -12.05 29.48 -0.10
C 15.80 -13.45 29.45 -0.17
C 14.82 -13.62 30.58 -0.11
C 13.81 -12.44 30.61 -0.46
C 12.70 -12.48 29.50 -0.01
C 13.10 -12.36 31.96 -0.04
N 14.55 -11.13 30.48 -0.10
O 13.65 -10.04 30.61 -0.06
H 17.19 -9.67 29.09 0.05
H 15.76 -8.66 29.18 0.08
H 16.39 -9.53 30.66 0.07
H 14.31 -11.75 27.60 0.05
H 13.80 -10.20 28.16 0.09
H 15.49 -10.40 27.32 0.09
H 17.29 -11.91 28.78 0.10
H 16.92 -11.74 30.47 0.10
H 15.40 -13.47 28.41 0.10
H 16.47 -14.30 29.40 0.07
H 15.33 -13.64 31.53 0.09
H 14.27 -14.61 30.49 0.15
H 11.91 -13.23 29.74 0.09
H 13.15 -12.76 28.55 0.05
H 12.16 -11.53 29.50 0.08
H 13.82 -12.10 32.76 0.07
H 12.81 -13.36 32.21 0.07
H 12.30 -11.59 31.90 0.09
H 13.84 -9.67 31.51 0.09
C 11.48 -11.18 34.69 -0.08
O 11.81 -12.10 35.73 -0.20
C 12.23 -11.64 36.96 -0.24
C 11.02 -11.45 37.84 -0.16
N 10.11 -12.67 37.80 -0.04
C 10.57 -13.70 38.66 -0.28
C 9.80 -14.94 38.40 -0.22
O 9.83 -15.20 37.00 -0.25
C 8.58 -15.67 36.51 -0.09
H 10.86 -10.33 35.01 0.09
H 10.89 -11.65 33.91 0.07
H 12.24 -10.64 34.10 0.07
H 12.66 -10.64 36.88 0.12
H 12.82 -12.41 37.43 0.11
H 10.40 -10.59 37.53 0.12
H 11.25 -11.39 38.90 0.11
H 10.21 -13.07 36.85 0.10
H 10.25 -13.48 39.71 0.14
H 11.64 -13.88 38.63 0.11
H 8.79 -14.81 38.82 0.13
H 10.31 -15.81 38.83 0.12
H 8.17 -16.48 37.16 0.10
H 8.71 -16.17 35.57 0.07
H 7.89 -14.86 36.43 0.08
C 27.98 -7.50 29.43 -0.12
O 26.84 -8.15 29.84 -0.18
C 25.97 -7.44 30.61 -0.26
C 24.94 -8.36 31.33 -0.16
N 23.99 -7.49 32.07 -0.06
C 22.70 -7.41 31.45 -0.23
C 21.82 -8.58 31.84 -0.25
O 20.48 -8.43 31.37 -0.18
C 19.69 -9.62 31.60 -0.10
H 28.29 -8.05 28.59 0.08
H 28.72 -7.30 30.22 0.10
H 27.71 -6.50 29.08 0.09
H 25.34 -6.78 30.00 0.12
H 26.46 -6.81 31.34 0.11
H 25.41 -9.01 32.05 0.11
H 24.45 -8.95 30.52 0.12
H 23.92 -7.69 33.05 0.10
H 22.69 -7.45 30.35 0.10
H 22.14 -6.50 31.73 0.13
H 21.91 -8.57 32.92 0.11
H 22.22 -9.56 31.50 0.13
H 19.70 -9.94 32.66 0.08
H 20.04 -10.49 31.05 0.08
H 18.66 -9.37 31.33 0.07
C 17.50 -6.05 38.39 -0.12
O 17.66 -7.17 37.56 -0.20
C 16.49 -8.00 37.71 -0.21
C 16.56 -9.17 36.72 -0.22
N 16.86 -8.61 35.40 -0.06
C 16.82 -9.63 34.33 -0.18
C 15.46 -10.12 33.93 -0.22
O 14.61 -9.12 33.40 -0.21
C 14.23 -8.12 34.29 -0.13
H 18.39 -5.42 38.39 0.09
H 17.18 -6.40 39.36 0.08
H 16.74 -5.41 37.93 0.09
H 15.56 -7.43 37.42 0.14
H 16.44 -8.43 38.72 0.12
H 15.60 -9.65 36.82 0.10
H 17.37 -9.85 37.00 0.12
H 17.76 -8.10 35.47 0.12
H 17.43 -10.51 34.64 0.10
H 17.27 -9.15 33.43 0.12
H 14.99 -10.59 34.81 0.12
H 15.57 -10.85 33.14 0.09
H 14.06 -8.53 35.30 0.08
H 13.27 -7.70 33.94 0.09
H 14.92 -7.30 34.35 0.08
C 3.06 -16.33 27.82 -0.11
O 3.66 -15.59 28.88 -0.22
C 4.96 -15.15 28.58 -0.22
C 5.30 -14.07 29.64 -0.22
N 6.70 -13.88 29.81 -0.07
C 7.05 -12.79 30.68 -0.22
C 8.59 -12.76 30.73 -0.21
O 9.13 -13.97 31.22 -0.19
C 8.82 -14.20 32.54 -0.13
H 2.86 -15.78 26.90 0.08
H 2.12 -16.72 28.18 0.08
H 3.79 -17.12 27.54 0.09
H 4.92 -14.70 27.52 0.14
H 5.74 -15.95 28.65 0.13
H 4.79 -14.46 30.56 0.13
H 4.91 -13.08 29.38 0.12
H 7.11 -14.71 30.21 0.11
H 6.67 -12.84 31.70 0.11
H 6.84 -11.87 30.20 0.11
H 8.88 -11.93 31.40 0.12
H 8.91 -12.60 29.72 0.12
H 7.77 -14.46 32.65 0.08
H 8.97 -13.29 33.15 0.09
H 9.35 -15.09 32.94 0.08